(1)
C4H11BBr3NO4P as an isolated structure at a distorted geometry. Source: OMol25; level of theory: the ωB97M-V functional and the def2-TZVPD basis.

CARTESIAN COORDINATES (ANGSTROEM)
O (-0.1293, 0.9211, -4.6182)
C (0.9093, 0.7481, -3.9730)
C (1.0139, 0.5296, -2.3994)
N (-0.2592, 0.7947, -1.6455)
C (-0.0424, 1.2606, -0.2149)
B (0.9545, 0.3161, 0.6730)
O (0.5380, -0.6738, 1.6269)
O (2.3785, 0.5302, 0.5193)
P (-1.4287, -0.5787, -1.6804)
O (-1.9512, -0.8928, -3.0839)
H (1.9013, 0.7629, -4.5583)
H (1.3013, -0.5724, -2.2339)
H (1.8737, 1.2013, -2.0353)
H (-0.7554, 1.5818, -2.1250)
H (0.4646, 2.2886, -0.2801)
H (-1.0385, 1.3088, 0.3584)
H (0.1003, -1.4004, 1.1361)
H (2.7496, -0.0561, -0.1710)
H (-2.5640, -0.2111, -0.8831)
H (-0.8429, -1.7980, -1.1754)
C (-0.9504, -1.2304, 5.2648)
Br (-0.5824, 0.5043, 6.0480)
Br (-0.7351, -2.6631, 6.5516)
Br (-2.6945, -1.2812, 4.4161)
H (-0.2110, -1.3901, 4.4831)

Cartesian forces, eV/Å:
2.6665 -0.3151 2.7041
-1.7209 0.4450 -2.1314
1.5052 -0.6542 -1.0147
-0.2544 0.8921 0.4104
0.0267 0.8198 1.5075
2.3728 -1.2737 1.1234
0.2863 1.2490 -2.6469
-2.5210 -0.4996 -0.5819
-3.5629 -2.5675 -4.6969
1.7868 1.0812 3.2927
-0.9684 -0.2166 1.2206
-0.2731 1.5895 -0.2195
-1.4849 -0.9544 -0.2339
0.1933 -0.7258 -0.0364
-0.9535 -1.4052 0.1821
1.2564 0.2388 -1.2574
-0.1096 0.3694 0.8607
0.1010 0.3460 0.8246
1.1948 0.3070 0.3169
0.4201 1.2561 0.4510
0.1928 -0.0589 0.0538
-0.1134 -0.3255 -0.1551
-0.0987 0.3268 -0.2660
0.2443 0.0193 0.1083
-0.1859 0.0566 0.1840

The total charge is +1. For the HOMO energy, the calculation gives -12.33 eV. Its spin multiplicity is 1. As for the HOMO-LUMO gap: 0.29187 Eh. For the total energy, the calculation gives -234091.5393 eV.

(2)
C4H11BN2 in the gas phase at a distorted geometry. Source: OMol25; level of theory: the ωB97M-V functional and the def2-TZVPD basis.

CARTESIAN COORDINATES (ANGSTROEM)
B (1.0993, 1.0043, -1.3638)
C (-0.0650, 1.9556, -0.8926)
C (-0.9792, 0.7756, -0.3986)
C (-0.5375, 0.0679, 0.9373)
C (-0.6340, -1.4320, 0.8505)
N (0.5713, -2.2022, 0.3249)
N (1.9248, 0.0368, -1.0662)
H (0.3349, 2.5269, -0.1314)
H (-0.6202, 2.5975, -1.5669)
H (-2.0068, 1.1275, -0.0723)
H (-0.9297, 0.1125, -1.1859)
H (0.5180, 0.3971, 1.2140)
H (-1.1381, 0.3655, 1.7911)
H (-0.8042, -1.8179, 1.7718)
H (-1.5193, -1.6112, 0.2516)
H (1.2656, -1.9017, 0.8692)
H (0.6515, -1.9630, -0.5246)
H (2.8685, -0.0392, -0.8082)

Cartesian forces, eV/Å:
-4.0602 5.5320 -4.3409
-0.0030 -2.8558 0.3065
-0.8326 2.4698 3.8563
1.9958 0.9633 -0.5647
1.3159 -0.1395 -2.4708
-6.2692 -2.4215 5.7733
2.5849 -3.9088 1.7973
0.3606 1.5434 2.1644
0.4683 -0.1805 -0.5681
0.8142 -0.3884 -1.4627
-0.8986 -1.8787 -1.6324
-0.9473 -0.4640 -0.2610
-0.2667 0.4265 -0.0855
-0.6793 -1.1864 2.9033
-0.0837 -0.6116 -0.2800
3.7929 1.2553 2.1707
1.4704 2.0696 -7.9084
1.2374 -0.2247 0.6026

The total charge is 0. Its expectation value of S² is 2.004. For the HOMO energy (alpha / beta), the calculation gives -5.17 / -9.34 eV. Its spin multiplicity is 3. As for the HOMO-LUMO gap (alpha / beta): 0.22111 / 0.23195 Eh. For the total energy, the calculation gives -7976.3067 eV.

(3)
A 2-piece molecular cluster, C4H11BO2 overall at a distorted geometry. Source: OMol25; level of theory: the ωB97M-V functional and the def2-TZVPD basis.

CARTESIAN COORDINATES (ANGSTROEM)
B (-1.9188, 0.2563, 0.0010)
C (1.0566, -0.7531, 1.2409)
C (0.6709, -0.9721, -1.2681)
C (1.2300, 1.3723, -0.2396)
C (0.6461, -0.0500, -0.0501)
O (-2.0879, -0.5259, 1.0881)
O (-3.1042, 0.8994, -0.5218)
H (0.3344, -0.5870, 2.0840)
H (1.9301, -0.2597, 1.6421)
H (1.1988, -1.8279, 1.0931)
H (0.7417, -0.4190, -2.1511)
H (-0.1789, -1.6009, -1.3366)
H (1.2918, -1.8303, -1.1697)
H (0.6941, 2.1464, -0.8740)
H (1.2396, 1.9860, 0.6893)
H (2.1882, 1.2637, -0.6614)
H (-2.9455, -0.7461, 1.5599)
H (-2.9871, 1.6480, -1.1259)

Cartesian forces, eV/Å:
-4.0659 1.0686 -0.3221
-1.3097 0.9816 0.2717
-0.7768 0.9388 2.1124
-2.6842 0.7931 0.7480
2.8251 -0.6128 -0.1531
-0.2547 -0.6680 0.6015
1.5189 -0.4453 0.6044
0.1434 -0.3319 -0.7784
0.7754 -0.1775 -0.0250
0.0556 0.2403 0.1712
0.4495 0.5113 -1.5657
-2.1425 -0.0773 -0.0706
1.9053 -0.1447 0.0177
0.0560 -1.4656 -0.0208
0.4759 -0.9390 -0.1202
1.5135 0.0655 -0.3751
1.2498 0.8255 -1.2930
0.2652 -0.5625 0.1969

The total charge is 0. Its expectation value of S² is 2.006. For the HOMO energy (alpha / beta), the calculation gives -5.90 / -11.39 eV. Its spin multiplicity is 3. As for the HOMO-LUMO gap (alpha / beta): 0.24438 / 0.39011 Eh. For the total energy, the calculation gives -9094.9171 eV.

(4)
A 2-piece molecular cluster, C4H11BO3 overall at a distorted geometry. Source: OMol25; level of theory: the ωB97M-V functional and the def2-TZVPD basis.

CARTESIAN COORDINATES (ANGSTROEM)
B (-0.5610, -0.0800, 0.1014)
C (-1.6634, -2.2011, 0.0387)
C (-2.0052, 1.8966, -0.4284)
C (2.8472, -0.5221, 0.5949)
C (1.3598, 1.0440, -0.3523)
O (-0.4796, -1.4082, 0.0764)
O (-1.7454, 0.5634, -0.0410)
O (2.4854, 0.2731, -0.5499)
H (-1.2872, -3.1551, -0.2628)
H (-2.3338, -1.6752, -0.6422)
H (-2.0292, -2.3194, 1.0130)
H (-1.1826, 2.2339, -1.1698)
H (-2.0004, 2.3831, 0.4518)
H (-2.9900, 1.9838, -0.7602)
H (3.8239, -1.0423, 0.3823)
H (2.0420, -1.3049, 0.7585)
H (3.1503, -0.0766, 1.5785)
H (1.3509, 1.8767, 0.5193)
H (1.2184, 1.5304, -1.3081)

Cartesian forces, eV/Å:
2.6008 2.3286 -2.0403
1.0411 0.7188 -1.0998
3.0904 -1.3394 -2.1616
0.7141 -1.7500 -0.0374
-3.0878 0.4168 2.1722
0.7288 0.0063 0.8221
-0.2161 -1.2006 0.0122
0.6462 -0.3723 2.1166
-0.3846 -0.6894 -0.6931
-0.4245 -0.7438 0.1074
-0.9470 0.0792 1.3817
-1.6454 -0.1890 1.1686
0.4942 2.5951 2.7828
-1.4296 -0.1629 -1.2598
-1.1207 0.2750 -0.4918
0.8846 0.9402 -0.0322
-1.0290 0.7670 -0.8779
0.5853 -1.9176 -1.7964
-0.5008 0.2381 -0.0732

The total charge is 0. For the HOMO energy, the calculation gives -7.97 eV. Its spin multiplicity is 1. As for the HOMO-LUMO gap: 0.31841 Eh. For the total energy, the calculation gives -11143.4052 eV.

(5)
C4H11BrSi in the gas phase at a distorted geometry. Source: OMol25; level of theory: the ωB97M-V functional and the def2-TZVPD basis.

CARTESIAN COORDINATES (ANGSTROEM)
C (-1.1532, 1.6209, 0.2087)
C (0.3150, 1.4967, -0.0687)
Si (0.9794, -0.2684, -0.0961)
C (0.5699, -1.2766, -1.5919)
C (0.8193, -1.2498, 1.5265)
Br (3.2804, 0.2287, 0.0198)
H (-1.8041, 0.9744, -0.2963)
H (-1.3725, 1.4229, 1.3466)
H (-1.4385, 2.7026, -0.0784)
H (0.9041, 1.9469, 0.6379)
H (0.4960, 1.8679, -1.0762)
H (1.3600, -1.3585, -2.2346)
H (0.4040, -2.3203, -1.1986)
H (-0.2344, -1.0148, -2.2200)
H (1.1358, -2.3517, 1.2722)
H (1.4236, -0.8552, 2.2731)
H (-0.2486, -1.3607, 1.7644)

Cartesian forces, eV/Å:
-0.4779 2.5705 2.8392
-1.0776 -2.7053 -2.0633
1.2283 0.6247 0.9701
-0.9917 -1.6540 2.3654
-1.2505 -2.6736 -3.1020
-0.7176 -0.3408 -0.3641
-0.7356 -1.0437 -1.0941
0.3170 0.6687 -2.0416
-0.0409 -1.6500 0.8083
1.3744 1.6438 1.5601
0.4526 0.2889 0.0289
2.4563 -0.1174 -1.5457
-0.0417 0.8718 -0.4887
-1.3379 0.5708 -0.3304
-0.2514 2.0283 0.5576
0.8187 0.6445 1.4923
0.2756 0.2728 0.4082

The total charge is 0. For the HOMO energy, the calculation gives -9.77 eV. Its spin multiplicity is 1. As for the HOMO-LUMO gap: 0.38755 Eh. For the total energy, the calculation gives -82247.8652 eV.

(6)
C4H11ClF5MnOTeTi as an isolated structure at a distorted geometry. Source: OMol25; level of theory: the ωB97M-V functional and the def2-TZVPD basis.

CARTESIAN COORDINATES (ANGSTROEM)
Mn (0.4136, -0.2024, -2.0838)
Cl (1.2335, -1.5603, -0.5394)
C (1.9325, 0.7949, -2.5416)
C (-0.5063, -1.1237, -3.4445)
H (1.8009, 1.1726, -3.5737)
H (1.9060, 1.5982, -1.7788)
H (2.8079, 0.1184, -2.4398)
H (-0.3936, -0.5460, -4.3821)
H (-1.5532, -1.1354, -3.0856)
H (-0.0776, -2.1442, -3.5424)
Ti (-0.3169, -0.2618, 0.9669)
C (-1.9932, -1.3948, 1.4124)
C (-0.7558, 0.7468, -0.9384)
H (-2.8905, -0.9684, 0.9257)
H (-1.8415, -2.4468, 1.0941)
H (-2.1139, -1.3458, 2.5158)
H (-1.7343, 0.5771, -1.4817)
H (-0.4241, 1.8207, -1.0343)
F (0.3126, 2.7789, 4.0459)
Te (0.7040, 0.9719, 3.6399)
F (2.3621, 1.5388, 2.7271)
F (0.8366, -1.1874, 2.1740)
F (1.6533, 0.4622, 5.3133)
F (-1.1462, 0.4131, 4.1854)
O (-0.2159, 1.3233, 1.8658)

Cartesian forces, eV/Å:
0.0843 -0.5691 0.8869
0.7063 -1.4294 1.4088
1.5202 0.5691 -1.6178
-0.1401 -0.7259 -2.3527
0.5449 0.1491 0.4930
0.2171 -0.3283 -0.4306
-0.3111 0.6939 -0.1433
-0.4385 -0.6000 0.0900
0.4043 -0.1145 -0.3155
-0.4272 0.4936 -0.1344
-0.3466 -0.2565 -3.2146
-0.3813 0.1079 0.2144
-2.2522 1.6409 2.8425
0.3536 -0.2343 0.1980
-0.0175 0.5278 0.1346
0.0190 -0.0929 -0.5800
0.7140 0.3220 0.7178
-0.5020 -0.8354 0.1804
0.4474 -0.9333 0.4599
-1.0657 0.5785 -2.1906
-0.6140 -0.1580 0.8657
-0.0274 0.6477 0.8850
-0.3669 0.5572 -0.2713
1.0706 0.3421 0.4248
0.8087 -0.3523 1.4490

The total charge is -1. Its expectation value of S² is 8.894. For the HOMO energy (alpha / beta), the calculation gives -3.07 / -5.02 eV. Its spin multiplicity is 6. As for the HOMO-LUMO gap (alpha / beta): 0.21468 / 0.16039 Eh. For the total energy, the calculation gives -94212.3813 eV.